Record 1
Below is a molecular structure, H16O8Tl at a distorted geometry, with properties calculated with ωB97M-V/def2-TZVPD.

Summary:
Net charge: +3
Energy above the lowest of the compared OMol25 structures with the same formula, charge and spin, kJ/mol: 0.0
Gap between HOMO and LUMO, eV: 11.53
HOMO level, eV: -23.91

Each line ends with the natural charge from an NBO analysis.
Element x y z (Å)
O1 -1.7516 -1.3147 0.6961  -0.970
Tl1 0.0637 -0.0194 -0.0467  1.920
H1 -2.6630 -1.0725 0.9491  0.547
H2 1.1221 -2.1906 1.7562  0.538
H3 -0.8505 2.7967 0.5286  0.542
H4 0.6970 0.7631 -2.7587  0.526
H5 -2.3626 0.0076 -1.5216  0.530
O2 0.9631 1.0198 -1.8858  -0.940
H6 1.3151 1.9139 -2.0750  0.546
O3 -0.1185 2.1849 0.4042  -0.961
O4 -1.7297 0.6659 -1.2082  -0.947
H7 -0.4378 1.0263 2.5952  0.537
H8 -1.9780 1.4832 -1.6779  0.555
O5 -0.1729 -1.5190 -1.6445  -0.946
H9 -1.7280 -2.3026 0.8394  0.543
O6 2.1948 0.6255 0.4865  -0.948
O7 1.1961 -1.7636 0.8934  -0.938
H10 0.3067 -1.9250 -2.3834  0.560
H11 2.5379 0.3833 1.3797  0.544
O8 -0.1500 0.2008 2.1778  -0.947
H12 2.8874 1.1144 0.0551  0.544
H13 -1.0509 -1.8436 -1.8002  0.529
H14 1.4467 -2.5426 0.3667  0.540
H15 -0.3098 -0.4017 2.9314  0.544
H16 0.5726 2.7100 0.9424  0.551

=====

Record 2
Below is a molecular structure, H16O9Tl at a distorted geometry, with properties calculated with ωB97M-V/def2-TZVPD.

Summary:
Net charge: +1
Gap between HOMO and LUMO, eV: 6.41
HOMO level, eV: -13.43

Each line ends with the Löwdin charge.
Element x y z (Å)
O1 -0.0381 -0.2678 0.3085  -0.364
O2 -2.8111 -0.0287 0.5653  -0.036
O3 -0.4426 0.6561 3.0903  -0.283
H1 -0.6214 -1.7412 -0.4646  -0.071
O4 0.9357 -2.4896 1.7417  -0.020
H2 -2.8473 -1.0139 0.7090  0.147
H3 2.4384 0.1887 -2.1130  0.058
H4 0.5866 -1.6956 1.3645  -0.055
H5 1.3546 -2.0852 2.4762  0.014
H6 -3.7058 0.2826 0.5030  0.095
H7 0.3842 0.2301 -2.9070  0.090
Tl1 -1.1115 1.1811 1.2065  1.274
O5 2.3954 0.1470 1.8364  -0.045
H8 -0.1544 -3.0220 -0.9803  0.064
O6 -0.9827 -2.5684 -0.7316  -0.050
H9 2.6110 0.7051 1.0726  0.031
O7 -1.4020 2.0920 -0.8166  -0.067
H10 -0.3569 -0.2147 3.5031  0.034
O8 2.3497 0.8633 -1.4242  -0.041
H11 0.1321 1.6245 -3.5827  0.109
O9 -0.0030 1.1017 -2.7814  -0.025
H12 1.4556 -0.0004 1.7326  -0.057
H13 -1.4734 3.0558 -0.6465  0.106
H14 1.5344 1.3442 -1.6616  0.012
H15 0.6817 -0.3348 -0.3029  0.002
H16 -0.9093 1.9901 -1.6970  0.079